No. 1
C23H26N8PSV | ωB97M-V/def2-TZVPD

* LUMO level (spin up / spin down): -2.7925 / -3.0478 eV
* net charge: +1
* 2S+1: 4
* energy above the lowest of the compared OMol25 structures with the same formula, charge and spin: 1.062 eV
* frontier orbital gap (spin up / spin down): 5.60 / 5.34 eV
* HOMO level (spin up / spin down): -8.4 / -8.4 eV

Atoms and positions in Å:
V  0.167  -0.019  -0.027
C  -2.627  0.348  4.560
N  -2.088  0.833  3.297
C  -1.832  2.150  3.020
C  -1.151  2.179  1.846
N  -0.982  0.890  1.408
C  -1.513  0.090  2.329
P  -1.844  -1.683  2.067
C  -2.386  -1.505  0.316
N  -1.677  -0.949  -0.667
C  -2.468  -0.966  -1.783
C  -3.664  -1.544  -1.475
N  -3.599  -1.878  -0.150
C  -4.669  -2.510  0.617
C  -0.201  -2.363  1.687
N  0.633  -1.865  0.782
C  1.702  -2.714  0.712
C  1.505  -3.736  1.587
N  0.294  -3.510  2.187
C  -0.256  -4.334  3.254
H  -3.220  1.140  5.008
H  -1.806  0.073  5.222
H  -3.262  -0.518  4.388
H  -2.143  2.938  3.683
H  -0.779  3.029  1.300
H  -2.137  -0.582  -2.733
H  -4.537  -1.744  -2.072
H  -5.497  -2.714  -0.055
H  -5.010  -1.849  1.410
H  -4.323  -3.447  1.047
H  2.545  -2.521  0.071
H  2.116  -4.583  1.845
H  -0.224  -5.379  2.956
H  -1.287  -4.046  3.440
H  0.319  -4.180  4.166
S  1.039  -0.466  3.715
C  0.910  -0.976  5.391
C  1.886  -0.627  6.337
C  1.790  -1.033  7.659
C  0.716  -1.801  8.095
C  -0.264  -2.155  7.179
C  -0.165  -1.750  5.853
H  2.728  -0.028  6.014
H  2.565  -0.745  8.360
H  0.646  -2.118  9.128
H  -1.113  -2.750  7.496
H  -0.944  -2.038  5.153
N  2.361  -0.299  -1.651
C  2.869  0.570  -0.685
C  4.213  0.925  -0.667
C  4.660  1.704  0.384
C  3.779  2.105  1.382
C  2.465  1.713  1.288
N  2.014  0.967  0.262
H  2.932  -0.432  -2.471
H  1.383  -0.238  -1.922
H  4.881  0.589  -1.448
H  5.702  1.991  0.430
H  4.108  2.687  2.229
H  1.739  1.948  2.056

---

No. 2
C23H26NO2 | ωB97M-V/def2-TZVPD

* LUMO level: -5.0886 eV
* net charge: +1
* energy above the lowest of the compared OMol25 structures with the same formula, charge and spin: 2.751 eV
* frontier orbital gap: 5.04 eV
* HOMO level: -10.1 eV

Atoms and positions in Å:
C  -3.546  0.559  2.851
C  -2.176  0.050  3.155
C  -2.039  -1.313  3.762
C  -1.102  0.914  3.146
N  0.194  0.540  3.468
C  1.018  1.601  4.067
C  2.368  1.050  4.510
O  2.993  0.296  3.468
C  2.210  -0.839  3.096
C  0.831  -0.439  2.582
H  -4.284  -0.226  3.041
H  -3.800  1.430  3.473
H  -3.647  0.865  1.802
H  -3.030  -1.763  3.879
H  -1.445  -1.999  3.145
H  -1.575  -1.255  4.757
H  -1.276  1.991  3.014
H  1.170  2.425  3.346
H  0.473  1.991  4.935
H  3.071  1.870  4.714
H  2.232  0.431  5.418
H  2.788  -1.329  2.298
H  2.101  -1.536  3.951
H  0.195  -1.328  2.516
H  0.935  -0.030  1.556
C  -6.935  -3.725  -3.000
C  -5.903  -4.127  -2.145
C  -4.978  -3.200  -1.667
C  -5.077  -1.829  -2.027
C  -4.184  -0.830  -1.496
O  -4.442  0.419  -1.975
C  -3.632  1.481  -1.618
C  -2.577  1.307  -0.701
C  -1.734  2.424  -0.462
C  -1.986  3.635  -1.075
C  -3.071  3.780  -1.955
C  -3.892  2.696  -2.241
C  -2.435  0.038  -0.102
C  -3.161  -1.041  -0.586
C  -6.101  -1.448  -2.924
C  -7.022  -2.381  -3.389
H  -7.666  -4.447  -3.362
H  -5.823  -5.173  -1.842
H  -4.170  -3.506  -1.002
H  -0.882  2.287  0.207
H  -1.337  4.489  -0.886
H  -3.270  4.742  -2.423
H  -4.719  2.768  -2.942
H  -1.659  -0.110  0.649
H  -2.962  -2.053  -0.243
H  -6.180  -0.411  -3.238
H  -7.817  -2.052  -4.056

---

No. 3
C23H27BN9O5PmS6Sb | ωB97M-V/def2-TZVPD

* LUMO level (spin up / spin down): 4.1502 / 2.7815 eV
* net charge: -2
* 2S+1: 6
* energy above the lowest of the compared OMol25 structures with the same formula, charge and spin: 0.381 eV
* frontier orbital gap (spin up / spin down): 6.73 / 5.30 eV
* HOMO level (spin up / spin down): -2.6 / -2.5 eV

Atoms and positions in Å:
Pm  -0.332  -0.356  0.190
C  2.878  3.031  1.172
C  2.048  2.255  0.361
N  1.393  1.365  1.086
N  1.778  1.538  2.358
C  2.667  2.544  2.441
B  1.151  0.728  3.513
N  -0.329  1.099  3.587
C  -1.123  1.409  4.625
C  -2.393  1.622  4.137
C  -2.283  1.395  2.764
N  -1.036  1.083  2.445
N  1.307  -0.776  3.220
C  1.522  -1.753  4.123
C  1.786  -2.921  3.447
C  1.702  -2.559  2.100
N  1.393  -1.274  1.974
N  1.940  0.995  4.798
C  3.245  0.675  4.932
C  3.633  0.989  6.214
C  2.469  1.503  6.797
N  1.470  1.500  5.937
H  3.526  3.826  0.868
H  1.900  2.321  -0.696
H  3.074  2.853  3.386
H  -0.730  1.453  5.620
H  -3.273  1.896  4.686
H  -3.049  1.441  2.014
H  1.479  -1.558  5.177
H  1.974  -3.896  3.846
H  1.884  -3.164  1.229
H  3.784  0.233  4.118
H  4.604  0.881  6.658
H  2.321  1.871  7.794
C  -7.099  0.312  3.073
C  -6.190  0.170  1.887
C  -5.575  -1.042  1.613
C  -4.643  -1.149  0.593
C  -4.318  -0.039  -0.163
C  -4.990  1.154  0.054
C  -5.926  1.260  1.062
S  -2.823  0.110  -1.166
O  -3.183  0.398  -2.540
O  -2.073  -1.149  -0.974
N  -2.094  1.254  -0.379
C  -1.835  2.456  -1.118
C  -0.431  2.363  -1.784
O  0.038  3.366  -2.323
O  0.096  1.218  -1.731
H  -7.458  -0.664  3.390
H  -7.952  0.952  2.849
H  -6.552  0.768  3.901
H  -5.788  -1.909  2.224
H  -4.189  -2.107  0.401
H  -4.745  2.002  -0.565
H  -6.416  2.210  1.238
H  -1.879  3.328  -0.456
H  -2.559  2.592  -1.937
S  -0.731  -5.359  2.343
Sb  -1.520  -3.749  0.858
S  -1.853  -1.754  2.097
S  0.118  -3.517  -0.820
S  -3.480  -4.649  0.011
C  2.550  -0.245  -3.335
S  1.693  -1.568  -2.370
C  0.102  -1.314  -3.236
O  1.626  -0.957  -1.022
H  2.018  0.678  -3.121
H  2.530  -0.484  -4.393
H  3.576  -0.184  -2.986
H  0.226  -1.622  -4.271
H  -0.187  -0.268  -3.160
H  -0.653  -1.938  -2.763

---

No. 4
C23H27ClN2O2PPdSi | ωB97M-V/def2-TZVPD

* LUMO level: 2.5819 eV
* net charge: -1
* energy above the lowest of the compared OMol25 structures with the same formula, charge and spin: 0.000 eV
* frontier orbital gap: 7.13 eV
* HOMO level: -4.5 eV

Atoms and positions in Å:
Pd  1.950  -1.285  -0.145
C  2.667  -0.640  2.870
C  1.233  -1.053  2.742
C  0.400  -1.120  3.837
C  -0.927  -1.537  3.635
C  -1.376  -1.835  2.384
C  -0.513  -1.719  1.239
N  0.793  -1.345  1.506
N  -0.847  -1.895  -0.007
Si  -2.289  -2.437  -0.713
C  -3.850  -1.509  -0.184
C  -2.589  -4.268  -0.398
C  -2.129  -2.170  -2.566
H  2.906  -0.400  3.906
H  2.867  0.235  2.245
H  3.312  -1.445  2.515
H  0.778  -0.879  4.820
H  -1.600  -1.622  4.481
H  -2.397  -2.152  2.220
H  -4.133  -1.717  0.851
H  -4.694  -1.788  -0.821
H  -3.698  -0.431  -0.276
H  -2.698  -4.466  0.671
H  -1.740  -4.854  -0.756
H  -3.492  -4.624  -0.903
H  -2.070  -1.100  -2.789
H  -2.982  -2.579  -3.115
H  -1.219  -2.643  -2.941
O  3.040  -0.309  -3.995
C  2.503  -0.442  -2.910
O  2.978  -1.117  -1.915
C  1.137  0.246  -2.664
P  1.077  0.603  -0.889
C  -0.557  1.250  -0.459
C  -0.874  1.433  0.886
C  -2.100  1.970  1.247
C  -3.016  2.335  0.268
C  -2.706  2.153  -1.071
C  -1.482  1.609  -1.434
C  2.166  2.052  -0.680
C  3.539  1.830  -0.564
C  4.410  2.901  -0.447
C  3.922  4.201  -0.431
C  2.558  4.428  -0.538
C  1.683  3.358  -0.665
H  0.351  -0.487  -2.866
H  1.024  1.108  -3.320
H  -0.168  1.140  1.654
H  -2.342  2.091  2.295
H  -3.975  2.749  0.551
H  -3.422  2.426  -1.837
H  -1.249  1.465  -2.482
H  3.916  0.813  -0.575
H  5.474  2.718  -0.365
H  4.605  5.036  -0.332
H  2.171  5.439  -0.522
H  0.619  3.543  -0.745
Cl  3.055  -3.264  0.498

---

> energy above the lowest of the compared OMol25 structures with the same formula, charge and spin of number 3 (C23H27BN9O5PmS6Sb)?

0.381 eV

---

What did the third record say?
C23H27BN9O5PmS6Sb | ωB97M-V/def2-TZVPD

* LUMO level (spin up / spin down): 4.1502 / 2.7815 eV
* net charge: -2
* 2S+1: 6
* energy above the lowest of the compared OMol25 structures with the same formula, charge and spin: 0.381 eV
* frontier orbital gap (spin up / spin down): 6.73 / 5.30 eV
* HOMO level (spin up / spin down): -2.6 / -2.5 eV

Atoms and positions in Å:
Pm  -0.332  -0.356  0.190
C  2.878  3.031  1.172
C  2.048  2.255  0.361
N  1.393  1.365  1.086
N  1.778  1.538  2.358
C  2.667  2.544  2.441
B  1.151  0.728  3.513
N  -0.329  1.099  3.587
C  -1.123  1.409  4.625
C  -2.393  1.622  4.137
C  -2.283  1.395  2.764
N  -1.036  1.083  2.445
N  1.307  -0.776  3.220
C  1.522  -1.753  4.123
C  1.786  -2.921  3.447
C  1.702  -2.559  2.100
N  1.393  -1.274  1.974
N  1.940  0.995  4.798
C  3.245  0.675  4.932
C  3.633  0.989  6.214
C  2.469  1.503  6.797
N  1.470  1.500  5.937
H  3.526  3.826  0.868
H  1.900  2.321  -0.696
H  3.074  2.853  3.386
H  -0.730  1.453  5.620
H  -3.273  1.896  4.686
H  -3.049  1.441  2.014
H  1.479  -1.558  5.177
H  1.974  -3.896  3.846
H  1.884  -3.164  1.229
H  3.784  0.233  4.118
H  4.604  0.881  6.658
H  2.321  1.871  7.794
C  -7.099  0.312  3.073
C  -6.190  0.170  1.887
C  -5.575  -1.042  1.613
C  -4.643  -1.149  0.593
C  -4.318  -0.039  -0.163
C  -4.990  1.154  0.054
C  -5.926  1.260  1.062
S  -2.823  0.110  -1.166
O  -3.183  0.398  -2.540
O  -2.073  -1.149  -0.974
N  -2.094  1.254  -0.379
C  -1.835  2.456  -1.118
C  -0.431  2.363  -1.784
O  0.038  3.366  -2.323
O  0.096  1.218  -1.731
H  -7.458  -0.664  3.390
H  -7.952  0.952  2.849
H  -6.552  0.768  3.901
H  -5.788  -1.909  2.224
H  -4.189  -2.107  0.401
H  -4.745  2.002  -0.565
H  -6.416  2.210  1.238
H  -1.879  3.328  -0.456
H  -2.559  2.592  -1.937
S  -0.731  -5.359  2.343
Sb  -1.520  -3.749  0.858
S  -1.853  -1.754  2.097
S  0.118  -3.517  -0.820
S  -3.480  -4.649  0.011
C  2.550  -0.245  -3.335
S  1.693  -1.568  -2.370
C  0.102  -1.314  -3.236
O  1.626  -0.957  -1.022
H  2.018  0.678  -3.121
H  2.530  -0.484  -4.393
H  3.576  -0.184  -2.986
H  0.226  -1.622  -4.271
H  -0.187  -0.268  -3.160
H  -0.653  -1.938  -2.763